# C6H14N3O2S

An isolated ion of composition C6H14N3O2S and charge +1 (ωB97M-V with the def2-TZVPD basis set, the OMol25 dataset).

Net charge: +1
HOMO (alpha / beta): -12.36 / -12.36 eV
Lowest unoccupied orbital energy (alpha / beta): -4.6 / -4.5 eV

Atoms and positions in Å:
N  2.333  0.741  -0.305
C  2.926  -2.335  -0.059
H  -1.103  -2.144  0.562
N  -1.177  -0.002  0.376
C  -1.432  -1.357  -0.179
N  -0.090  2.126  0.673
O  1.966  1.865  -1.088
H  -3.570  -1.054  0.282
H  -1.154  3.830  0.564
H  2.398  -2.682  -1.008
H  -1.859  2.675  1.775
H  0.771  2.647  0.587
H  3.329  -3.028  0.702
C  -2.958  -1.547  -0.444
H  2.357  1.874  -2.028
C  1.329  0.059  0.292
H  -2.192  0.368  0.449
C  -1.321  2.782  0.857
H  -0.940  -1.348  -1.111
H  -3.385  -1.334  -1.480
H  -3.264  -2.621  -0.335
H  3.874  -1.683  -0.237
H  -2.027  2.527  0.075
C  -0.035  0.657  0.395
S  1.732  -1.400  1.105
O  3.491  0.384  -0.418

Atomic partial charges in e from the Löwdin method, atoms 1 to 8:
1 N -0.2881
2 C -0.2884
3 H 0.1244
4 N 0.0778
5 C -0.1958
6 N 0.0252
7 O 0.0341
8 H 0.0579

=====

# C30H49BBaN6O3P

C30H49BBaN6O3P as an isolated structure (ωB97M-V with the def2-TZVPD basis set, the OMol25 dataset).

Net charge: +1
HOMO: -11.15 eV
Lowest unoccupied orbital energy: -1.7 eV

Atoms and positions in Å:
C  -5.122  -0.027  -1.763
H  -5.729  0.652  -1.170
O  -0.534  2.186  1.692
C  -3.922  0.678  -2.325
H  3.886  1.948  2.431
C  -1.673  -0.567  2.394
H  -1.650  3.881  1.683
C  2.506  1.601  4.053
N  1.551  -1.011  -1.059
B  1.016  -2.517  0.911
H  2.895  0.481  2.249
H  -1.329  -0.717  4.578
H  -3.609  -0.763  -3.879
H  -1.212  3.748  -1.026
Ba  -0.785  -0.316  -0.914
C  -1.368  -3.859  -1.501
C  -0.663  3.576  2.039
N  -0.745  -2.845  -0.905
C  0.878  -5.627  0.790
H  5.190  -2.018  0.981
H  2.646  2.028  -0.913
H  -1.179  3.100  4.082
C  0.109  -1.619  3.174
C  0.059  -4.711  -0.046
H  1.671  -3.227  1.585
C  -2.947  0.185  2.237
C  -1.742  2.013  -3.427
H  -0.861  4.812  3.786
H  -4.041  2.339  -0.978
C  1.927  2.832  -1.101
H  1.494  1.234  4.196
H  2.146  -1.863  3.765
H  -2.928  1.092  2.836
H  -3.264  -3.119  -2.126
C  2.588  4.175  -0.825
C  2.890  1.523  2.585
H  -5.738  -0.432  -2.564
H  3.191  0.995  4.637
H  3.408  4.319  -1.525
H  -0.730  -0.510  -4.904
C  3.774  -1.050  -1.084
H  1.489  0.347  -3.272
H  2.568  2.625  4.410
N  0.125  -3.366  -0.015
O  0.762  2.646  -0.304
H  -2.821  4.413  -1.321
H  0.691  -5.458  1.847
H  1.873  4.984  -0.949
C  -1.982  3.898  -1.784
H  -3.105  0.456  1.192
N  -0.980  -1.020  1.358
N  0.105  -1.666  1.827
H  -1.567  4.533  -2.564
H  2.872  -0.587  -3.869
C  -3.241  0.145  -3.418
H  -2.768  -4.635  -2.886
H  0.624  -6.655  0.552
H  0.957  -1.970  5.076
N  1.975  -1.664  0.040
H  -1.199  -6.054  -1.259
H  0.099  4.156  1.517
C  3.323  -1.696  0.055
H  -0.931  2.563  -3.891
O  2.019  2.282  1.759
H  0.479  3.659  3.866
C  -2.154  0.805  -3.983
C  -2.417  -3.667  -2.539
H  1.604  2.782  -2.147
C  -1.017  -0.920  3.574
C  -2.409  2.573  -2.340
H  -3.789  -0.423  2.569
H  4.789  -0.909  -1.392
H  -4.813  -0.858  -1.125
H  -0.960  1.025  -5.752
H  2.970  4.206  0.192
C  -3.488  1.888  -1.794
C  -0.891  -5.065  -0.987
H  1.165  -3.308  3.938
C  4.151  -2.297  1.133
C  1.156  -2.224  4.039
H  4.079  -3.384  1.126
C  -1.469  0.242  -5.195
H  1.938  -5.477  0.602
C  2.523  0.062  -3.066
H  3.832  -1.945  2.114
H  3.150  0.952  -3.068
C  2.621  -0.644  -1.759
P  0.769  1.595  0.957
C  -0.547  3.799  3.539
H  -2.191  -0.237  -5.853
H  -2.022  -3.115  -3.392

Atomic partial charges in e from the Löwdin method, atoms 1 to 8:
1 C -0.0309
2 H 0.0849
3 O -0.3182
4 C -0.3020
5 H 0.1254
6 C -0.3668
7 H 0.1196
8 C -0.0641

=====

# CH4N2OS

A 2-piece molecular cluster, CH4N2OS overall (ωB97M-V with the def2-TZVPD basis set, the OMol25 dataset).

HOMO: -9.85 eV
Lowest unoccupied orbital energy: -0.7 eV

Atoms and positions in Å:
O  1.923  -0.901  0.217
N  0.553  1.038  -0.150
H  -0.393  1.677  -0.452
S  -1.957  -0.326  -0.027
H  0.043  -2.006  0.382
H  -1.919  -0.059  1.267
C  0.846  -0.276  -0.293
N  -0.287  -1.015  -0.770
H  1.191  1.868  -0.174

Atomic partial charges in e from the Löwdin method, atoms 1 to 8:
1 O -0.0989
2 N 0.0363
3 H 0.1609
4 S 0.6163
5 H 0.2947
6 H -0.1937
7 C -0.7012
8 N -0.2306

=====

# CH5N2O2

A 2-piece molecular cluster, CH5N2O2 overall (ωB97M-V with the def2-TZVPD basis set, the OMol25 dataset).

Net charge: +1
HOMO: -14.39 eV
Lowest unoccupied orbital energy: -5.0 eV

Atoms and positions in Å:
N  1.612  0.257  0.131
C  0.899  -0.744  0.378
H  1.139  1.169  0.029
O  -0.918  1.124  -0.056
H  -1.873  -0.746  -1.159
N  -1.081  -0.112  0.518
H  1.174  -1.778  0.504
H  -1.804  1.517  -0.163
H  2.630  0.258  0.021
O  -1.778  -0.944  -0.203

Atomic partial charges in e from the Löwdin method, atoms 1 to 8:
1 N 0.1743
2 C 0.1648
3 H 0.1380
4 O -0.0309
5 H 0.1546
6 N -0.0741
7 H 0.1230
8 H 0.1490

=====

# C3H8NO2

An isolated ion of composition C3H8NO2 and charge +1 (ωB97M-V with the def2-TZVPD basis set, the OMol25 dataset).

Net charge: +1
HOMO: -14.99 eV
Structure (SMILES): O[C@@H]1C[NH2+][C@H]1O
Lowest unoccupied orbital energy: -3.5 eV

Atoms and positions in Å:
H  -0.402  0.919  -1.299
H  -0.609  -1.504  -1.144
C  -0.626  0.583  -0.321
C  0.708  0.697  0.434
H  1.293  -1.263  -0.543
H  -2.494  1.030  -0.216
C  -0.555  -1.083  -0.212
O  1.551  1.416  -0.270
H  2.286  1.744  0.150
H  -1.390  -1.358  0.499
O  -1.736  1.253  0.199
H  0.599  0.842  1.440
N  0.818  -1.026  0.314
H  1.233  -1.504  1.163

Atomic partial charges in e from the Löwdin method, atoms 1 to 8:
1 H 0.1433
2 H 0.0929
3 C -0.2269
4 C -0.1781
5 H 0.1563
6 H 0.0543
7 C -0.0223
8 O 0.1646

=====

# C46H37N6O6P2PdSe2

C46H37N6O6P2PdSe2 as an isolated structure (ωB97M-V with the def2-TZVPD basis set, the OMol25 dataset).

Net charge: -1
HOMO (alpha / beta): -2.42 / -2.40 eV
Lowest unoccupied orbital energy (alpha / beta): 1.9 / 1.9 eV

Atoms and positions in Å:
H  2.202  1.976  -8.256
H  0.985  -1.564  -4.230
H  2.578  5.671  -3.573
O  0.828  2.242  0.661
O  -3.991  0.053  -6.164
C  -4.947  -2.858  0.867
C  -3.022  -2.344  2.799
H  0.273  4.878  -8.212
C  2.166  -4.594  2.551
O  -4.032  0.518  -3.677
H  -4.074  0.256  -5.139
C  -3.617  -2.782  0.499
H  4.602  -0.484  4.858
C  -1.148  -4.188  6.573
Se  -1.814  1.245  4.878
C  1.418  1.211  6.219
C  1.127  3.700  -4.637
N  0.064  -1.208  -4.456
Pd  -0.447  -0.363  -1.449
C  0.502  4.545  -7.209
N  0.567  0.958  2.497
C  2.483  -0.300  4.674
H  2.162  -6.516  3.493
H  3.245  -4.527  2.518
H  2.718  2.216  7.587
C  -5.313  -2.684  2.194
C  0.544  4.950  -4.857
C  -2.654  -2.539  1.470
C  -0.590  -1.246  -5.632
C  -2.833  -0.445  -6.510
H  -5.701  -3.058  0.119
C  2.588  6.282  -1.524
C  1.902  1.455  -5.543
C  -2.056  -3.140  6.673
H  0.736  -4.834  5.791
P  -0.899  -2.470  1.021
H  -2.262  -2.136  3.540
C  0.071  -0.259  2.772
H  3.020  7.250  -1.734
C  0.292  -2.831  5.210
H  -2.963  -3.265  7.247
C  1.393  -3.582  2.019
N  -0.678  -0.618  -3.520
O  -2.554  -0.736  -7.655
C  2.272  5.923  -0.214
C  1.780  4.140  -2.318
C  1.340  2.836  -5.722
H  -1.685  -4.876  2.589
C  -2.910  0.332  -3.165
C  1.010  3.269  -7.007
H  0.309  5.579  -4.014
C  1.331  0.309  5.167
C  3.707  -0.013  5.243
H  2.836  1.347  -6.097
C  -1.832  -0.273  -4.067
C  2.337  5.400  -2.555
C  0.171  -5.810  3.116
H  2.424  6.624  0.592
C  2.647  1.503  6.778
C  -0.628  -1.783  5.292
N  0.013  0.017  0.577
C  0.250  5.376  -6.133
H  2.101  1.224  -4.501
C  -0.288  -0.855  1.559
H  1.858  -2.718  1.558
H  0.518  1.493  -8.085
C  1.182  2.352  -8.180
N  0.508  1.063  1.195
H  0.936  2.869  -9.104
P  -0.307  -0.165  4.540
H  1.198  0.723  -5.938
H  -6.355  -2.744  2.478
Se  -0.455  -2.996  -0.987
C  0.024  -4.023  5.850
C  3.792  0.883  6.298
O  1.290  1.391  -1.434
C  1.555  -5.713  3.097
H  -0.194  6.347  -6.289
H  1.238  2.348  -3.073
C  -4.351  -2.424  3.159
H  -2.485  -1.114  6.119
H  -1.353  -5.128  7.063
H  -4.636  -2.287  4.193
N  1.461  3.300  -3.348
C  1.226  2.368  -0.669
H  4.754  1.109  6.738
H  2.417  -0.976  3.832
C  1.803  4.662  0.060
H  -0.298  -6.695  3.525
C  0.000  -3.671  2.046
H  1.620  4.360  1.079
O  -2.589  0.566  -1.988
H  -3.316  -2.914  -0.533
C  -1.822  -0.647  -5.436
H  -0.185  -1.686  -6.524
H  0.516  1.692  6.574
C  1.584  3.723  -0.969
C  -1.793  -1.943  6.046
H  1.207  -2.710  4.652
C  -0.607  -4.797  2.587

Atomic partial charges in e from the Löwdin method, atoms 1 to 8:
1 H 0.0773
2 H 0.1585
3 H 0.1127
4 O 0.0979
5 O 0.0964
6 C -0.0697
7 C -0.0839
8 H 0.1016

=====

# C27H33N5O5S

One molecule with the formula C27H33N5O5S (ωB97M-V with the def2-TZVPD basis set, the OMol25 dataset).

HOMO: -8.15 eV
Structure (SMILES): CCCCn1c(N)c(N(Cc2ccccc2OC)C(=O)CSCC(=O)Nc2cccc(C)c2)c(=O)[nH]c1=O
Lowest unoccupied orbital energy: 0.5 eV

Atoms and positions in Å:
S  -1.675  -3.708  -0.898
H  -1.180  2.365  -3.611
C  -2.713  3.281  0.446
C  3.070  0.170  -1.869
C  1.438  -3.410  2.058
H  -6.939  1.882  -1.019
O  1.152  -2.538  -0.841
H  4.308  0.361  -3.604
H  -6.847  2.706  0.537
H  4.389  -6.261  1.811
C  -6.340  2.003  -0.120
N  0.265  -0.489  -0.488
H  -2.859  4.232  -0.071
H  -2.576  -3.928  1.274
N  0.135  -3.553  1.560
C  -2.083  -3.096  0.770
H  0.465  4.405  0.737
N  -1.944  2.451  -0.470
O  -2.323  3.962  -2.133
H  3.196  -0.899  -1.789
H  -4.583  3.347  1.477
H  0.027  -4.321  0.905
H  -1.019  0.072  1.557
H  4.814  -5.172  0.496
H  1.067  -1.689  3.282
H  -1.848  -1.412  -1.554
C  3.487  2.238  -2.985
C  4.055  -3.240  2.950
H  2.031  4.696  -0.053
C  3.702  -4.252  2.067
H  2.102  -5.102  0.931
C  -0.602  0.538  -0.950
C  -0.864  -2.661  1.570
C  3.687  0.875  -2.887
C  0.240  -1.748  -0.988
C  1.799  -2.403  2.946
H  -3.970  1.705  1.264
H  -6.284  1.041  0.386
H  1.281  0.616  0.958
H  -4.468  1.803  -1.155
H  0.553  4.492  -1.038
H  3.394  -1.542  4.067
C  3.109  -2.327  3.382
C  -1.067  -2.166  -1.639
H  -1.871  1.528  1.912
H  5.074  -3.164  3.299
C  1.076  4.167  -0.132
H  -0.883  -2.391  -2.689
H  -2.783  -2.263  0.687
H  -5.022  3.465  -0.990
O  -0.872  -1.598  2.176
H  3.951  2.801  -3.781
C  -4.081  2.677  0.776
C  4.710  -5.247  1.577
C  2.684  2.900  -2.071
O  -0.026  0.224  -3.227
H  2.099  -0.871  0.387
C  -1.294  1.316  -0.043
N  -1.330  0.993  1.260
C  -4.947  2.508  -0.472
O  1.252  2.772  -0.103
C  2.066  2.195  -1.047
C  1.521  0.004  0.087
C  2.264  0.811  -0.943
H  5.681  -5.075  2.033
C  -0.556  0.869  -2.343
N  -1.231  2.056  -2.647
C  -1.859  2.900  -1.781
H  2.536  3.963  -2.177
H  -2.130  3.469  1.352
C  2.388  -4.330  1.631

Atomic partial charges in e from the Löwdin method, atoms 1 to 8:
1 S 0.9119
2 H 0.1725
3 C -0.1413
4 C -0.0168
5 C -0.2186
6 H 0.0703
7 O 0.0476
8 H 0.1014

=====

Values for energy above the lowest of the compared OMol25 structures with the same formula, charge and spin, kJ/mol, ordered as above
425.0 121.2 499.0 379.3 300.5 427.8 8.7